No. 1
91
Properties=species:S:1:pos:R:3:forces:R:3 method="wB97M-V/def2-TZVPD" e_tot_ev=-119585.0873 e_lumo_ev="-0.246 / -0.240" e_homo_ev="-4.9 / -6.3" relative_energy_ev=0.000 homo_lumo_gap_ev="4.70 / 6.02" s_squared=2.0695 multiplicity=3 total_charge=0
Mo -1.413962 -0.410315 -0.469412 0.200 -0.366 -0.247
Cl 0.900205 3.724181 -6.220928 -0.006 -0.004 0.014
C 0.394560 2.982684 -4.722120 0.004 -0.019 -0.044
C 0.519975 3.696652 -3.535782 -0.001 0.005 0.037
C 0.113181 3.099066 -2.352553 0.047 0.005 -0.092
C -0.404113 1.808126 -2.343529 0.109 -0.123 0.086
O -0.780325 1.256866 -1.192205 -0.039 0.289 -0.036
C -0.525016 1.075217 -3.546619 -0.011 0.004 -0.055
C -1.023849 -0.252981 -3.604358 0.064 0.021 0.040
N -1.476326 -0.987026 -2.564880 -0.090 -0.138 -0.112
C -1.842875 -2.287537 -2.809339 -0.016 0.046 0.017
C -1.682428 -3.003169 -4.004196 -0.018 -0.041 -0.003
C -2.159463 -4.312280 -4.113152 0.033 0.034 -0.032
C -2.799431 -4.950335 -3.079158 -0.031 -0.014 0.040
C -2.966807 -4.273230 -1.848849 -0.013 -0.044 -0.011
C -3.615985 -4.833331 -0.729927 0.020 -0.006 -0.028
C -3.746970 -4.097730 0.418465 0.017 0.057 0.018
C -3.204395 -2.813183 0.473799 0.004 -0.007 0.049
N -2.558680 -2.263948 -0.550915 -0.111 0.089 -0.082
C -2.463541 -2.959536 -1.717296 -0.011 0.012 0.035
C -0.116007 1.707071 -4.740885 0.004 0.044 0.035
H 0.924587 4.698888 -3.541825 0.001 -0.001 -0.005
H 0.197810 3.631469 -1.415770 -0.018 -0.004 0.064
H -1.079117 -0.687930 -4.593548 0.017 0.006 0.001
H -1.174004 -2.568981 -4.850851 -0.007 -0.006 -0.005
H -2.015612 -4.835895 -5.050529 0.002 0.004 -0.004
H -3.174800 -5.959288 -3.185615 0.001 -0.007 -0.001
H -4.010165 -5.839840 -0.795189 -0.006 -0.005 -0.008
H -4.251602 -4.491245 1.289632 -0.008 -0.004 -0.001
H -3.282032 -2.218937 1.373489 0.000 -0.017 -0.008
H -0.201535 1.175403 -5.679804 0.002 -0.006 -0.009
C -5.209421 1.894832 -0.073689 0.088 -0.049 -0.024
C -4.136027 1.159476 -0.610877 0.055 0.146 0.044
N -3.193308 0.633661 0.140288 -0.177 0.050 0.187
C -3.262421 0.772885 1.504757 -0.025 -0.254 -0.046
C -4.283961 1.512942 2.115074 0.008 0.134 0.099
C -5.272624 2.079642 1.276341 0.021 0.016 0.018
C -4.269703 1.675858 3.523878 -0.017 0.012 -0.056
C -3.266538 1.105051 4.249114 0.055 -0.030 -0.009
C -2.266438 0.311210 3.644533 -0.059 -0.007 0.021
C -2.264521 0.089209 2.285223 -0.088 -0.017 -0.018
N -1.386085 -0.691154 1.549738 -0.031 0.071 -0.043
C -0.643696 -1.763751 2.009184 0.050 0.023 -0.080
C -0.726501 -2.391302 3.235379 0.064 0.027 0.059
C 0.064202 -3.522386 3.530009 -0.029 0.047 0.013
C 0.937621 -4.045220 2.624197 0.030 0.003 -0.051
C 1.027424 -3.462985 1.335366 0.092 -0.049 0.032
C 1.879354 -3.964103 0.322114 -0.019 0.015 0.038
C 1.885621 -3.378089 -0.909111 -0.039 0.050 -0.022
C 1.018060 -2.300520 -1.159001 0.036 0.001 -0.012
N 0.217332 -1.805918 -0.236595 0.030 -0.028 0.100
C 0.229834 -2.351747 1.025308 -0.028 0.112 0.045
H -5.952914 2.308694 -0.739561 -0.004 0.007 0.001
H -4.030661 1.018143 -1.679681 -0.001 -0.016 0.005
H -6.071518 2.660233 1.720812 -0.011 -0.009 0.014
H -5.043829 2.263907 3.999197 -0.005 -0.002 -0.003
H -3.231145 1.249267 5.321659 0.004 0.000 0.005
H -1.483913 -0.102551 4.261696 -0.011 0.044 0.004
H -1.414201 -2.032353 3.984438 0.008 -0.047 -0.012
H -0.030813 -3.976175 4.508307 -0.005 0.002 0.006
H 1.551200 -4.904109 2.861851 0.001 -0.008 0.000
H 2.511713 -4.816261 0.538399 0.002 -0.004 0.007
H 2.519107 -3.738717 -1.707041 0.010 -0.001 0.001
H 0.967893 -1.837986 -2.137383 -0.018 -0.005 0.001
Cl 1.543614 5.205280 2.697336 -0.003 -0.020 -0.023
C 0.376333 3.946117 2.294595 0.020 -0.013 -0.021
Cl -0.798474 4.572099 1.124944 -0.011 -0.005 -0.042
Cl -0.468205 3.436645 3.761944 -0.001 -0.018 0.014
C 1.028418 2.683427 1.650005 -0.055 0.035 0.086
O 2.279486 2.855220 1.307694 0.137 0.055 -0.053
O 0.381158 1.686275 1.509699 -0.039 -0.086 0.050
C 3.250995 0.290142 2.143351 -0.018 -0.028 -0.017
Si 3.326273 1.573247 0.802503 -0.093 0.041 0.095
C 2.797825 0.909905 -0.836904 -0.072 0.002 -0.026
C 4.952126 2.469335 0.720560 -0.001 0.001 0.007
C 5.756196 2.412231 -0.417600 0.017 -0.018 0.007
C 6.965519 3.092829 -0.475323 -0.012 -0.019 -0.003
C 7.384572 3.847223 0.608932 0.016 0.027 -0.007
C 6.596398 3.920671 1.750198 0.007 -0.008 0.006
C 5.393090 3.236288 1.803324 0.011 -0.012 -0.002
H 3.772943 -0.615056 1.824745 0.035 0.002 0.001
H 2.212950 0.020985 2.350355 0.006 -0.012 -0.002
H 3.715366 0.637319 3.067543 -0.001 0.020 0.011
H 3.428914 0.062969 -1.118316 0.003 -0.009 -0.011
H 2.848009 1.658708 -1.627849 -0.017 0.029 -0.024
H 1.766353 0.559370 -0.765273 -0.040 -0.006 -0.015
H 5.436884 1.833698 -1.276889 -0.008 0.001 -0.009
H 7.575927 3.037852 -1.367411 -0.001 0.002 -0.005
H 8.322808 4.385479 0.564205 0.005 -0.008 0.003
H 6.920947 4.512707 2.596352 -0.001 0.006 -0.002
H 4.783195 3.310434 2.697204 -0.013 0.004 0.003

No. 2
94
Properties=species:S:1:pos:R:3:forces:R:3 method="wB97M-V/def2-TZVPD" e_tot_ev=-284069.2170 e_lumo_ev="-3.207 / -4.636" e_homo_ev="-10.5 / -11.2" relative_energy_ev=0.151 homo_lumo_gap_ev="7.33 / 6.57" s_squared=8.7975 multiplicity=6 total_charge=+1
Ru 0.674517 0.184936 -0.018288 0.518 0.328 0.353
C -2.237995 2.108968 0.405308 -0.099 -0.053 -0.130
C -1.272901 2.486583 1.470236 -0.052 0.049 0.057
C -1.649728 3.478133 2.407752 0.053 -0.059 0.004
C -0.843246 3.748215 3.467266 0.042 -0.034 -0.016
C 0.374426 3.043777 3.609563 -0.010 0.033 0.079
C 1.238557 3.227535 4.714615 -0.023 -0.020 -0.048
C 2.392177 2.503302 4.817874 0.017 -0.048 -0.049
C 2.741079 1.587310 3.809831 -0.053 0.066 0.032
C 1.933925 1.412121 2.709117 0.021 0.094 0.042
S 2.448007 0.346038 1.437482 0.058 -0.091 -0.184
C 0.712221 2.122825 2.603072 0.060 -0.129 -0.073
N -0.117953 1.857237 1.545791 0.058 -0.044 0.114
H -3.224109 1.950145 0.843294 -0.022 0.001 -0.014
H -1.938290 1.185158 -0.085134 -0.020 0.015 0.022
H -2.327109 2.899638 -0.342611 0.008 -0.003 -0.036
H -2.597984 3.978807 2.280695 -0.053 0.027 -0.020
H -1.124562 4.480068 4.212794 -0.011 0.034 0.028
H 0.965423 3.944607 5.476602 -0.020 0.030 0.028
H 3.046115 2.632358 5.668481 0.011 -0.004 0.013
H 3.653314 1.013247 3.891292 0.043 -0.013 -0.001
Se 0.587975 2.144848 -1.849326 -0.020 -0.035 -0.274
P -0.667675 0.576022 -2.829783 -0.114 0.186 0.064
Se -0.521553 -1.262113 -1.653701 -0.186 -0.093 -0.264
C -2.359157 1.215964 -2.763983 0.010 0.103 -0.105
C -3.409101 0.438073 -2.295775 0.004 -0.122 0.081
C -4.697069 0.952306 -2.282272 -0.045 -0.001 -0.003
C -4.940345 2.239075 -2.733578 0.054 0.042 -0.027
C -3.892542 3.018438 -3.211005 -0.061 -0.058 0.035
C -2.607372 2.507679 -3.230359 0.031 0.048 0.004
C -0.269246 0.397398 -4.564498 0.009 -0.238 -0.038
C -0.066853 1.520774 -5.361985 -0.009 0.031 -0.001
C 0.121466 1.363881 -6.722879 0.009 -0.034 0.029
C 0.116561 0.092655 -7.283136 0.006 0.009 -0.022
C -0.069604 -1.025781 -6.486466 0.003 0.023 0.028
C -0.264108 -0.878133 -5.121292 0.046 0.009 0.007
H -3.223897 -0.561767 -1.921141 0.011 0.033 -0.017
H -5.512554 0.344273 -1.916304 -0.015 -0.029 0.018
H -5.945111 2.637290 -2.718348 -0.035 0.012 0.000
H -4.078846 4.021177 -3.567823 -0.001 0.039 -0.018
H -1.800436 3.126282 -3.600668 0.034 0.007 0.001
H -0.018827 2.510554 -4.925946 -0.013 0.008 0.018
H 0.290943 2.230362 -7.345273 0.001 0.040 -0.023
H 0.272201 -0.024922 -8.346780 0.004 -0.001 -0.017
H -0.055792 -2.013694 -6.924688 -0.002 -0.024 0.002
H -0.392474 -1.752953 -4.495402 -0.005 0.022 0.000
F 4.680894 -0.013679 -0.580343 -0.038 0.031 0.083
C 4.459695 0.871726 -1.562250 -0.056 0.037 0.114
F 3.967938 1.987276 -1.007760 -0.030 -0.024 0.078
F 5.638428 1.172029 -2.098063 0.106 0.045 0.023
C 3.439909 0.303517 -2.590742 -0.192 -0.110 -0.072
O 2.153080 0.314895 -2.126386 -0.023 -0.039 0.180
C 3.564632 1.130992 -3.899918 0.078 0.072 -0.037
F 2.653165 0.756258 -4.794285 -0.059 0.062 -0.018
F 3.360956 2.433180 -3.635383 0.011 -0.048 -0.029
F 4.764528 1.009293 -4.467230 -0.041 -0.016 -0.141
C 3.789033 -1.189198 -2.890334 0.123 0.052 -0.006
F 5.094714 -1.358976 -3.124192 -0.094 -0.058 0.034
F 3.112313 -1.636634 -3.949637 0.018 -0.020 0.027
F 3.449704 -1.961547 -1.849477 0.029 -0.004 -0.043
C -4.627818 -0.455930 2.289800 0.004 0.028 -0.002
C -4.160549 -1.391220 1.378859 0.009 0.009 0.016
C -2.799080 -1.637858 1.272796 0.034 -0.058 -0.038
C -1.879568 -0.958596 2.074078 -0.112 -0.003 -0.034
C -2.367229 -0.003145 2.968007 0.095 0.029 0.025
C -3.726849 0.242594 3.081464 -0.020 -0.013 -0.019
Ge 0.016336 -1.399745 1.934512 -0.070 -0.221 0.225
C 0.883723 -1.477438 3.676163 -0.016 0.058 0.081
C 0.194878 -1.230363 4.860722 0.009 0.053 0.002
C 0.819853 -1.386343 6.092721 -0.009 0.011 -0.001
C 2.138299 -1.801378 6.154861 0.031 -0.003 -0.004
C 2.828153 -2.083297 4.981738 -0.022 0.008 0.033
C 2.204171 -1.925829 3.756857 0.020 -0.048 -0.053
C 0.330832 -3.118324 1.085985 0.032 -0.038 -0.112
C 1.458526 -3.347993 0.299225 0.062 0.105 -0.043
C 1.719999 -4.608709 -0.215989 -0.027 -0.022 -0.001
C 0.853401 -5.657217 0.053594 0.016 -0.017 -0.012
C -0.269033 -5.444332 0.840827 0.016 0.027 -0.009
C -0.529463 -4.182885 1.355311 -0.033 -0.028 0.032
H -5.689385 -0.272804 2.385869 -0.028 0.007 -0.004
H -4.857069 -1.941309 0.760764 -0.020 -0.022 -0.029
H -2.455689 -2.381190 0.562461 0.008 0.025 -0.006
H -1.684310 0.572960 3.582015 0.027 -0.026 0.025
H -4.084120 0.978007 3.789799 -0.006 0.027 0.030
H -0.843763 -0.935052 4.845637 -0.056 0.020 -0.022
H 0.268305 -1.191361 7.002546 -0.016 0.008 0.016
H 2.624899 -1.924296 7.112736 0.012 -0.005 0.026
H 3.849102 -2.437264 5.023684 0.034 -0.011 0.000
H 2.757065 -2.170390 2.857897 -0.018 0.006 -0.032
H 2.148205 -2.540801 0.072039 -0.025 -0.020 0.036
H 2.597883 -4.768845 -0.826503 0.028 0.005 -0.020
H 1.053758 -6.642606 -0.345081 0.006 -0.010 -0.009
H -0.940637 -6.262593 1.058627 -0.035 -0.035 0.015
H -1.404260 -4.042249 1.979328 -0.005 0.017 0.020